{
  "formula": "C52H54ClF9N3O12",
  "method": "ωB97M-V/def2-TZVPD",
  "homo_lumo_gap_ev": 8.0241,
  "homo_ev": -11.354,
  "e_lumo_ha": -0.1224,
  "charge": 1,
  "energy_ha": -4439.24918,
  "symbols": ["C", "C", "C", "N", "N", "C", "C", "C", "O", "C", "C", "C", "C", "O", "C", "Cl", "C", "C", "C", "C", "C", "N", "C", "O", "C", "O", "C", "C", "C", "C", "C", "C", "C", "F", "F", "C", "F", "F", "C", "F", "F", "C", "F", "F", "F", "H", "H", "H", "H", "H", "H", "H", "H", "H", "H", "H", "H", "H", "H", "H", "H", "H", "H", "H", "H", "H", "H", "H", "H", "H", "H", "H", "H", "H", "H", "H", "H", "H", "H", "H", "H", "H", "H", "C", "C", "C", "O", "C", "C", "C", "O", "H", "H", "H", "H", "C", "C", "C", "O", "C", "C", "C", "O", "H", "H", "H", "H", "C", "C", "C", "O", "C", "C", "C", "O", "H", "H", "H", "H", "C", "C", "C", "O", "C", "C", "C", "O", "H", "H", "H", "H"],
  "xyz": [[-0.523658, -1.241026, 2.233707], [0.734020, -1.710148, 1.381056], [0.410176, -2.047450, -0.129598], [0.626971, -1.114743, -1.197776], [-0.243793, -0.242065, -1.895832], [-1.462208, -0.263977, -1.065046], [-2.758422, 0.568982, -1.657242], [-4.150380, 0.127184, -0.984288], [-3.408246, 1.460097, -0.711118], [0.508200, 1.113083, -1.741086], [-0.324783, 2.439949, -1.615472], [-0.984447, 3.152781, -2.842985], [-1.355228, 4.627293, -2.332397], [-1.602779, 5.397109, -3.544389], [1.392641, 1.252132, -0.378446], [2.830450, 2.445630, -0.546964], [0.678141, 1.729259, 0.938280], [1.013070, 3.202420, 1.468935], [1.572215, 1.407452, -2.877404], [1.129308, 1.159930, -4.377314], [-0.135215, 0.268192, -4.467832], [-1.393020, 0.933923, -4.906779], [-0.408168, -0.826105, -3.296022], [-1.692248, -1.189177, -3.712174], [-2.670971, -2.088305, -3.439370], [-3.764723, -1.701079, -3.787182], [-2.835679, -3.485680, -2.798794], [-3.334493, -4.527460, -3.698409], [-3.580802, -5.878246, -3.277668], [-3.345350, -6.274914, -1.903113], [-2.892965, -5.235409, -0.988405], [-2.643608, -3.881369, -1.428920], [0.480820, -2.037385, -3.754413], [1.820000, -1.666326, -3.879022], [0.576576, -3.107514, -2.835620], [0.134011, -2.948288, -4.994030], [1.374875, -3.527392, -5.312578], [-0.557276, -4.122405, -4.688310], [-0.426722, -2.558355, -6.381573], [-1.531151, -1.748632, -6.447556], [0.591635, -1.959564, -7.110154], [-0.856738, -3.796765, -7.309505], [-2.101004, -4.248755, -7.042723], [0.055099, -4.770582, -7.408890], [-0.944498, -3.237521, -8.570079], [-1.483352, -1.311552, 1.645460], [-0.428142, -0.219167, 2.664027], [-0.684928, -1.938644, 3.117535], [0.985092, -2.704544, 1.850528], [1.650906, -1.098846, 1.545411], [1.146430, -2.883081, -0.345094], [-0.535153, -2.654862, -0.077735], [1.583106, -1.157691, -1.524374], [-1.403400, 0.126960, -0.034583], [-1.999648, -1.244876, -1.015387], [-2.788062, 0.824017, -2.773274], [-4.128723, -0.388307, 0.000145], [-5.056786, 0.480143, -1.509985], [-1.121459, 2.452424, -0.820061], [0.363589, 3.256906, -1.258196], [-1.963208, 2.752645, -3.186046], [-0.328875, 3.348022, -3.722110], [-2.253755, 4.630333, -1.676311], [-0.471639, 5.125549, -1.848076], [-0.725973, 5.753966, -3.767453], [2.057827, 0.407365, -0.123312], [-0.428900, 1.670435, 0.998434], [1.069829, 1.099575, 1.784520], [0.857232, 3.999455, 0.712498], [0.227771, 3.384954, 2.259167], [1.978196, 3.252719, 2.017908], [2.537164, 0.854590, -2.731326], [1.737089, 2.514654, -2.906328], [2.010573, 0.711348, -4.910676], [0.930716, 2.101560, -4.958117], [0.098608, -0.312803, -5.409296], [-1.772557, 0.492201, -5.741546], [-1.151349, 1.879279, -5.223246], [-3.543442, -4.269914, -4.755598], [-3.955311, -6.637001, -3.996310], [-3.508348, -7.321675, -1.578301], [-2.753965, -5.553633, 0.066411], [-2.333803, -3.131826, -0.678783], [-7.602035, -5.984470, 0.902860], [-8.869345, -6.161389, 0.534343], [-9.261442, -6.158632, -0.894459], [-10.414871, -6.317468, -1.231175], [-8.189060, -5.953053, -1.896130], [-6.921832, -5.776221, -1.526847], [-6.530786, -5.779319, -0.098669], [-5.372903, -5.619604, 0.240043], [-7.297280, -5.982767, 1.941839], [-9.664808, -6.313495, 1.252952], [-8.493572, -5.954488, -2.935192], [-6.126309, -5.623651, -2.245036], [-1.462343, -2.079656, 7.153384], [-2.052045, -1.285979, 8.045561], [-2.026293, 0.187910, 7.898212], [-2.560490, 0.911904, 8.709791], [-1.320547, 0.743959, 6.719344], [-0.731497, -0.050599, 5.828290], [-0.757911, -1.523818, 5.976362], [-0.221274, -2.250746, 5.161005], [-1.470266, -3.158384, 7.245132], [-2.572073, -1.675510, 8.911571], [-1.312027, 1.822826, 6.627095], [-0.211036, 0.338735, 4.962521], [4.326114, 5.222637, 6.679618], [3.093816, 5.126753, 6.184846], [2.841105, 5.224163, 4.728556], [1.715726, 5.138361, 4.276618], [4.010334, 5.430635, 3.844574], [5.243245, 5.526669, 4.338261], [5.495914, 5.429106, 5.794464], [6.620261, 5.514369, 6.246343], [4.530076, 5.154607, 7.740830], [2.227398, 4.975208, 6.816407], [3.806466, 5.498764, 2.783173], [6.108497, 5.677670, 3.706475], [10.409112, 4.694549, 4.984531], [9.176365, 4.598505, 4.489956], [8.924247, 4.696239, 3.034757], [7.797095, 4.610633, 2.581570], [10.092810, 4.902900, 2.149638], [11.325408, 4.998956, 2.643381], [11.579303, 4.901345, 4.100307], [12.702031, 4.986760, 4.550224], [10.612810, 4.626376, 6.045618], [8.311309, 4.447299, 5.121074], [9.888235, 4.971132, 1.088528], [12.191382, 5.150820, 2.011434]],
  "forces_ev_per_a": [[-0.24, -0.52, 0.37], [-0.94, -0.48, 0.73], [0.56, -2.63, 1.89], [1.28, -1.29, 0.47], [1.31, -0.95, 2.39], [-5.40, 1.15, -0.76], [-2.07, -0.74, 1.25], [2.90, 3.54, -0.19], [0.94, -1.94, -1.52], [1.99, 4.18, -0.13], [-1.51, 0.95, -0.55], [-0.69, 1.42, 1.04], [0.81, -0.32, -1.45], [0.34, -0.08, 0.92], [0.70, -0.12, 1.17], [-0.56, -0.41, -0.46], [0.67, 0.75, 1.48], [-1.46, -0.58, 0.73], [-0.32, 0.00, -1.77], [0.03, -0.11, 0.66], [0.29, -0.61, -2.92], [0.78, 1.01, 0.40], [-0.33, 0.51, -4.04], [0.68, 0.11, 1.11], [-4.24, -1.12, 1.14], [1.01, 0.31, -0.43], [0.92, -2.87, 0.22], [0.15, 0.05, 0.84], [0.59, 0.75, 1.47], [0.62, 2.60, -0.84], [-0.28, -0.61, -1.52], [-0.22, -0.77, -0.69], [2.45, -2.18, 2.49], [-1.79, 0.46, -0.07], [-0.63, 1.57, -0.36], [1.23, -3.22, -1.64], [-1.06, 1.40, 0.25], [-0.30, 2.22, 0.51], [0.00, 0.29, -2.46], [1.12, -0.44, 0.82], [-1.08, -0.15, 1.26], [-0.22, 0.56, -1.96], [1.45, 0.05, 0.38], [-1.00, 0.60, 0.73], [0.05, -0.52, 1.37], [0.94, 0.23, 0.39], [-0.14, -0.67, -0.47], [0.39, 0.98, -1.24], [-0.04, 0.85, -0.76], [-0.76, -0.18, -0.31], [-0.67, 0.99, -0.16], [0.62, 1.06, -0.64], [-0.48, 0.49, -0.50], [1.04, -0.22, -0.68], [1.66, 0.39, -0.20], [0.14, -0.25, 1.74], [-0.35, -0.17, -1.22], [0.43, -1.23, 0.36], [0.76, -0.56, -0.72], [-0.08, -1.36, -0.21], [0.95, -0.08, 0.16], [-0.29, -0.47, 0.72], [0.66, 0.10, -0.51], [-0.85, -0.70, 0.14], [-0.68, 0.00, -0.15], [-1.10, 0.12, -0.49], [0.72, -0.35, -0.58], [-0.46, 0.28, -1.01], [0.47, -0.52, 0.50], [0.77, -0.06, -0.70], [-0.57, 0.11, -0.85], [-0.93, 0.63, 0.18], [0.26, -1.23, 0.82], [-1.05, 0.09, 0.51], [0.08, -0.76, 0.87], [0.00, -0.28, 1.48], [0.06, -0.28, 0.46], [-0.19, -0.37, 0.43], [0.23, -0.12, 0.83], [0.34, 0.78, 0.46], [0.12, 0.96, -0.14], [-0.08, 0.69, -0.86], [-0.22, -0.66, -0.45], [-0.14, -0.03, 0.05], [0.13, 0.02, 0.17], [-0.27, -0.04, -0.07], [0.13, 0.02, 0.03], [0.20, 0.03, -0.07], [-0.10, 0.00, -0.13], [0.11, 0.01, 0.11], [-0.36, -0.01, 0.12], [0.04, 0.00, -0.02], [-0.03, 0.00, -0.04], [-0.05, -0.01, 0.02], [0.01, 0.03, 0.04], [-0.09, 0.00, 0.13], [0.04, -0.20, -0.06], [-0.13, 0.11, 0.21], [0.06, -0.06, -0.11], [0.12, 0.04, -0.20], [-0.04, 0.13, 0.04], [0.08, -0.14, -0.03], [-0.02, 0.05, 0.28], [0.03, 0.00, -0.04], [0.00, 0.05, 0.01], [-0.02, 0.00, 0.04], [0.03, -0.02, 0.02], [-0.16, -0.03, 0.10], [0.09, -0.01, 0.14], [-0.13, 0.02, -0.10], [0.07, -0.07, 0.03], [0.12, 0.00, 0.02], [-0.07, 0.10, -0.18], [0.11, 0.04, 0.05], [-0.17, -0.03, 0.00], [0.04, 0.01, -0.01], [-0.02, 0.02, -0.03], [-0.02, 0.02, 0.01], [0.00, -0.07, 0.02], [-0.17, -0.02, 0.00], [0.09, -0.10, 0.10], [-0.05, -0.01, 0.00], [0.12, 0.01, -0.01], [0.12, 0.02, -0.08], [-0.11, 0.00, -0.18], [0.21, 0.03, 0.15], [-0.10, -0.01, -0.07], [0.04, 0.00, -0.01], [0.01, 0.06, -0.02], [-0.04, 0.00, 0.01], [0.02, 0.00, 0.05]]
}

{
  "formula": "C52H55BrN3O2P2S2Tl",
  "method": "ωB97M-V/def2-TZVPD",
  "homo_lumo_gap_ev": [4.1818, 4.5049],
  "homo_ev": [-4.142, -4.464],
  "relative_energy_kcal_mol": 0.0,
  "e_lumo_ha": [0.0015, 0.0015],
  "energy_ha": -6554.69697,
  "symbols": ["Tl", "O", "C", "C", "C", "C", "C", "C", "C", "P", "C", "C", "C", "C", "C", "C", "C", "C", "C", "C", "C", "C", "H", "H", "H", "H", "H", "H", "H", "H", "H", "H", "H", "H", "H", "H", "C", "C", "C", "P", "C", "C", "C", "C", "C", "C", "H", "H", "H", "H", "H", "H", "H", "H", "H", "H", "H", "H", "H", "H", "H", "H", "H", "H", "H", "H", "H", "N", "C", "N", "C", "C", "C", "C", "C", "C", "S", "H", "H", "H", "H", "H", "H", "Br", "C", "C", "C", "N", "C", "C", "H", "H", "H", "H", "O", "S", "C", "C", "C", "C", "C", "C", "C", "C", "C", "C", "C", "C", "H", "H", "H", "H", "H", "H", "H", "H", "H", "H"],
  "xyz": [[0.654928, -0.010136, 0.425319], [1.162135, 2.728742, 0.936153], [0.434377, 3.210819, 0.064865], [0.064805, 4.524216, -0.410751], [0.516613, 5.819112, -0.130058], [-0.139023, 6.855545, -0.774963], [-1.187406, 6.585082, -1.663531], [-1.555011, 5.270750, -2.032590], [-0.878215, 4.226905, -1.455114], [-0.977786, 2.423820, -1.262264], [-1.465200, 1.780609, -2.876767], [-1.864490, 2.521573, -4.016364], [-2.001454, 1.903069, -5.263752], [-1.847896, 0.510242, -5.413309], [-1.581307, -0.230797, -4.260846], [-1.369597, 0.373304, -3.032483], [-2.365865, 2.369375, -0.063799], [-3.636867, 2.701484, -0.561347], [-4.695455, 2.826136, 0.330618], [-4.524998, 2.546870, 1.689556], [-3.258832, 2.172056, 2.165580], [-2.175829, 2.101618, 1.305810], [1.331606, 5.982015, 0.566146], [0.137083, 7.885786, -0.547305], [-1.730939, 7.417994, -2.096384], [-2.364817, 5.118185, -2.744715], [-1.997235, 3.595480, -3.965366], [-2.242663, 2.500390, -6.136205], [-1.967346, 0.017558, -6.366009], [-1.548226, -1.317922, -4.325694], [-1.077687, -0.229419, -2.170691], [-3.758373, 2.885231, -1.624506], [-5.676370, 3.062791, -0.069775], [-5.374857, 2.567820, 2.366295], [-3.135716, 1.909901, 3.212041], [-1.186152, 1.842114, 1.676501], [6.932033, 0.456711, 1.352766], [5.659732, -0.302245, 0.924969], [5.991720, -1.207195, -0.292565], [4.068519, 0.628022, 0.629365], [3.926225, 1.827231, 2.070270], [4.874085, 3.019095, 2.296083], [3.849124, 0.966364, 3.370020], [4.393758, 1.567167, -0.935537], [3.121850, 1.453832, -1.840379], [4.865121, 3.032068, -0.865818], [7.761716, -0.255821, 1.372783], [6.877067, 0.906652, 2.341864], [7.206258, 1.213853, 0.615091], [5.401875, -0.978858, 1.762494], [6.614414, -0.668081, -0.998856], [5.085910, -1.538565, -0.814105], [6.544508, -2.073037, 0.049392], [2.930966, 2.238524, 1.873260], [5.921089, 2.757176, 2.142005], [4.790175, 3.319937, 3.340596], [4.622133, 3.873242, 1.671959], [4.841518, 0.802466, 3.789727], [3.380751, -0.001044, 3.197873], [3.252975, 1.479137, 4.121047], [5.184497, 0.993676, -1.430328], [2.301006, 2.063742, -1.460145], [2.793346, 0.417282, -1.964798], [3.371745, 1.850138, -2.831920], [4.060737, 3.676352, -0.521516], [5.115227, 3.329636, -1.880895], [5.750327, 3.154847, -0.245010], [1.073018, -3.297987, -2.020890], [0.482426, -3.670397, -0.846300], [0.108485, -2.825246, 0.074507], [-0.427707, -3.462627, 1.183145], [-1.015222, -2.854786, 2.345475], [-1.637239, -3.684840, 3.267884], [-1.675640, -5.077455, 3.095293], [-1.079359, -5.698370, 1.998168], [-0.454907, -4.907815, 1.044867], [0.227402, -5.407391, -0.490741], [0.865296, -2.330919, -2.269257], [1.178283, -3.945584, -2.802725], [-1.011506, -1.780296, 2.445101], [-2.116452, -3.260443, 4.152436], [-2.167644, -5.694689, 3.837406], [-1.086813, -6.787021, 1.918567], [5.067319, -5.748500, 2.542724], [3.954114, -4.276497, 2.187299], [3.869835, -3.766735, 0.876217], [3.083058, -2.639803, 0.683648], [2.397254, -2.044773, 1.671282], [2.405887, -2.589269, 2.880724], [3.199591, -3.702446, 3.204581], [4.442613, -4.208727, 0.065209], [3.043167, -2.149300, -0.285703], [1.764251, -2.125750, 3.633179], [3.228208, -4.115573, 4.208336], [-2.009990, -0.779156, 0.182454], [-3.215027, -0.460119, -0.722681], [-3.662124, -1.972956, -1.566444], [-3.066614, -3.134157, -1.121622], [-3.439187, -4.351879, -1.689660], [-4.437543, -4.382301, -2.657689], [-5.049257, -3.193783, -3.070877], [-4.664797, -1.980166, -2.536681], [-4.649625, -0.417001, 0.337697], [-4.541712, -0.832175, 1.654233], [-5.686661, -0.789783, 2.443823], [-6.897605, -0.338567, 1.935106], [-6.982355, 0.057909, 0.590698], [-5.863417, -0.008722, -0.219093], [-2.329136, -3.057406, -0.332521], [-2.962282, -5.268930, -1.365813], [-4.736772, -5.328570, -3.115977], [-5.835762, -3.238413, -3.818937], [-5.125080, -1.049497, -2.857617], [-3.578908, -1.168446, 2.047014], [-5.624534, -1.104549, 3.484931], [-7.765898, -0.286709, 2.584127], [-7.922395, 0.372170, 0.162934], [-5.877378, 0.315820, -1.261824]],
  "forces_ev_per_a": [[0.12, 0.44, 0.03], [0.55, -0.40, 0.13], [-1.43, 1.13, 0.07], [0.93, -2.09, -0.96], [-0.08, 0.20, 0.15], [-0.39, -0.10, 0.02], [-0.02, 0.61, -0.14], [0.13, -0.14, -0.02], [-0.03, 1.24, 0.35], [1.48, 0.41, 1.84], [-1.37, -0.91, -1.28], [0.56, -0.48, 0.01], [0.07, -0.72, -0.05], [-0.18, 0.99, 0.97], [-0.04, -0.44, -0.18], [0.17, 0.87, -0.27], [-0.29, -0.19, -0.56], [0.53, 0.08, 0.90], [-0.19, -0.24, 0.15], [0.40, 0.00, -0.29], [-0.50, 0.13, -0.08], [-0.12, 0.14, -0.72], [-0.11, 0.04, -0.01], [-0.12, -0.19, -0.17], [0.06, -0.04, -0.02], [0.16, 0.13, 0.14], [0.06, -0.16, 0.09], [0.00, 0.04, 0.07], [-0.01, 0.06, -0.10], [0.10, 0.13, -0.01], [0.01, 0.09, -0.15], [-0.09, 0.02, 0.09], [0.01, 0.10, 0.20], [0.12, 0.09, -0.10], [0.01, 0.11, -0.06], [-0.19, 0.13, -0.04], [-0.05, -0.35, -0.36], [0.20, -0.30, 0.26], [-0.47, 0.48, 0.42], [0.28, 0.45, 0.38], [-0.18, -0.36, 0.18], [0.06, -0.39, -0.03], [-0.03, 0.32, -0.57], [-0.44, 0.13, -0.34], [0.87, 0.39, -0.01], [-0.17, -0.66, -0.25], [0.05, -0.02, 0.06], [-0.17, 0.04, -0.06], [-0.08, 0.13, 0.06], [-0.03, 0.19, -0.25], [0.09, 0.08, -0.19], [0.22, 0.01, 0.04], [0.15, -0.28, -0.02], [0.13, -0.06, 0.18], [-0.04, 0.10, -0.09], [-0.10, 0.15, 0.07], [0.03, -0.04, 0.03], [0.09, -0.08, -0.02], [-0.01, -0.11, -0.07], [-0.01, 0.16, 0.11], [-0.03, -0.02, 0.00], [-0.06, -0.09, 0.16], [0.02, 0.06, 0.08], [-0.11, -0.08, 0.02], [-0.02, 0.10, 0.16], [0.08, 0.23, -0.15], [-0.06, 0.04, 0.03], [-0.11, 0.48, -0.25], [-0.40, -0.37, 0.65], [0.40, -0.66, -0.78], [-0.61, -1.39, 0.43], [0.58, -1.09, -1.45], [0.05, -0.18, 0.01], [0.25, 0.06, -0.15], [0.01, -0.06, 0.38], [-0.30, 1.47, 0.38], [0.03, 1.13, 0.33], [0.22, -0.42, -0.10], [-0.26, 0.32, 0.67], [-0.01, 0.08, -0.01], [0.16, -0.04, -0.29], [0.02, 0.06, -0.02], [-0.08, 0.32, -0.06], [0.06, -0.10, 0.03], [-0.56, 0.60, -0.54], [0.04, -0.04, 0.68], [0.21, 0.04, 0.68], [-0.12, -0.43, -0.06], [0.49, -0.42, -0.08], [-0.02, 0.02, -0.28], [-0.15, 0.08, 0.15], [-0.09, -0.12, 0.09], [0.24, -0.08, -0.13], [-0.05, 0.14, -0.14], [-1.68, 0.01, -1.15], [1.08, 0.00, 0.89], [-0.21, -0.26, 0.28], [0.05, -0.29, -0.16], [-0.16, 0.10, -0.11], [0.06, 0.03, -0.10], [-0.09, -0.41, -0.16], [0.37, 0.20, 0.13], [-0.24, -0.44, 0.05], [-0.03, 0.05, -0.13], [0.00, -0.03, 0.35], [0.18, 0.14, -0.45], [-0.01, -0.42, 0.30], [0.55, 0.21, 0.18], [-0.04, -0.10, -0.06], [-0.01, 0.02, 0.02], [0.08, 0.31, 0.21], [0.12, 0.07, 0.07], [0.07, -0.17, -0.04], [-0.31, 0.14, -0.18], [-0.03, 0.07, -0.20], [0.05, -0.02, -0.14], [-0.11, 0.11, 0.08], [-0.19, -0.06, 0.34]]
}